1.
Density functional theory data (the ωB97M-V functional and the def2-TZVPD basis) for a structure of composition C34H39ClN4O2P2Zr in a non-equilibrium geometry.

Results
Multiplicity ... 1
Energy relative to the best compared isomer or geometry (same formula, charge and spin) ... 0.00 kcal per mole
Net charge ... +2

Structure (XYZ):
```
83
Properties=species:S:1:pos:R:3:forces:R:3
Zr 0.1317 -0.9755 3.8945 -1.7015 0.3288 3.4441
C -1.3723 1.8511 3.2971 -0.3315 -0.5595 0.2534
C -1.4832 0.8270 2.4211 0.1448 -0.5127 -0.2850
C -0.8106 0.7607 1.0538 -0.3302 0.3661 -0.5335
C 0.5245 -0.0113 0.8988 -0.2719 -0.3536 0.4500
C 1.4194 -0.0037 2.1327 0.8923 2.1605 -0.0256
C 1.4913 1.0837 3.0157 1.7397 -0.5812 -2.2889
C 1.0122 2.4679 2.6422 -0.4480 0.2585 0.0143
C -0.3289 2.9060 3.2601 0.1963 0.5914 0.3732
C 1.9394 -1.9384 4.5867 0.0623 -0.1254 -0.0990
H -2.0932 1.9228 4.1240 0.2585 -0.1404 -0.3391
H -2.3158 0.1159 2.5209 0.0167 0.3146 0.2632
H -0.6721 1.7830 0.6659 -0.2054 -0.4280 0.2312
H -1.5457 0.2781 0.3781 0.4207 0.3140 0.3892
H 0.3038 -1.0462 0.5767 0.2461 0.1892 0.1677
H 1.0941 0.4113 0.0482 -0.0613 -0.1281 0.2828
H 2.2253 -0.7698 2.1519 -0.6770 0.2762 0.4265
H 2.2792 1.0979 3.7913 -0.5948 -0.5249 -0.0682
H 0.9680 2.5589 1.5469 0.1714 -0.1155 0.4251
H 1.7786 3.1723 3.0059 -0.1932 -0.3101 -0.1926
H -0.1523 3.2534 4.2899 -0.1024 -0.1570 -0.2526
H -0.7000 3.8066 2.7344 0.0524 -0.3817 0.0943
H 2.1378 -1.5129 5.5850 -0.0867 -0.0683 -0.1144
H 2.8052 -1.6803 3.9603 -0.0682 -0.2090 0.2233
H 1.9134 -3.0424 4.7107 -0.1330 0.4429 -0.1685
P 1.6250 -1.0673 -3.4996 2.7120 -0.3564 -3.4964
P -1.6529 -0.6540 -3.2164 -1.6963 1.9306 -2.5913
N 3.0461 -0.0645 -3.6790 0.2675 1.0098 1.0737
N 2.3184 -2.3134 -4.6436 -0.9630 -0.6295 1.0889
N -1.8299 1.1059 -3.2969 1.2630 0.4551 1.2696
N -3.2969 -0.9552 -3.7754 -0.1601 -1.1812 0.3177
C 0.6709 -0.1911 -4.7994 -0.9322 0.1845 0.1595
C -0.7731 -0.7069 -4.8665 -0.0327 -0.7121 0.0789
C 3.7089 0.4296 -2.5487 0.3033 0.3247 -1.1293
C 4.7318 1.2591 -2.9667 -0.2763 -0.2845 -0.0164
C 4.7150 1.2878 -4.4056 -1.1715 -0.8464 0.5389
C 3.6525 0.4886 -4.8118 0.4864 0.3511 0.8920
C 2.5184 -3.6033 -4.1562 0.1515 -0.0757 -0.9629
C 2.9579 -4.4136 -5.1906 -0.1114 0.4202 0.4136
C 3.0517 -3.6033 -6.3667 -0.5914 1.1026 1.1615
C 2.6397 -2.3194 -6.0013 0.0631 -0.9699 0.0926
C -1.5115 1.7949 -2.1241 -0.6730 0.8559 -1.1409
C -1.6174 3.1539 -2.3588 0.1286 -0.6215 0.0633
C -1.9329 3.3188 -3.7468 0.0870 -0.5023 0.2486
C -2.0124 2.0587 -4.3023 -0.0384 -0.0708 0.3531
C -4.1283 -0.2761 -4.6716 -0.4577 -0.8743 -0.1714
C -5.1812 -1.1061 -5.0376 1.2573 0.0150 0.8649
C -5.0005 -2.3501 -4.3319 0.5644 0.4062 0.0871
C -3.8495 -2.2357 -3.5771 -0.5122 0.7355 -0.6610
H 1.1313 -0.3124 -5.7864 -0.0280 0.0264 0.3938
H 0.6965 0.8819 -4.5642 -0.0940 -0.1590 0.0640
H -1.3455 -0.1392 -5.6195 0.0820 -0.4016 0.4012
H -0.7858 -1.7707 -5.1578 0.0537 0.2650 -0.1444
H 3.3690 0.1176 -1.5723 0.1834 0.0422 0.0149
H 5.4255 1.7882 -2.3191 -0.1654 -0.1911 -0.2006
H 5.3997 1.8065 -5.0568 -0.0760 0.0330 0.0355
H 3.2777 0.2870 -5.8036 0.2001 0.0234 0.2178
H 2.3225 -3.8028 -3.1108 0.0567 -0.1343 -0.1774
H 3.1848 -5.4712 -5.1141 -0.0064 0.2621 -0.0007
H 3.3825 -3.9044 -7.3479 -0.0446 0.0326 0.0544
H 2.5515 -1.4371 -6.6147 0.0519 -0.1851 0.0375
H -1.2282 1.2279 -1.2630 -0.1285 0.0552 0.0454
H -1.4922 3.9292 -1.6107 0.0438 -0.0701 -0.2658
H -2.0877 4.2611 -4.2660 0.0780 -0.3469 0.1103
H -2.1888 1.7697 -5.3356 0.0127 0.1607 0.4304
H -3.9282 0.7408 -4.9574 -0.0697 -0.1122 0.0217
H -5.9722 -0.8655 -5.7329 0.0573 0.0557 0.1633
H -5.6475 -3.2182 -4.3930 0.1850 0.1927 0.0790
H -3.3542 -2.9196 -2.9084 -0.0687 -0.1336 -0.0125
Cl -1.8877 0.4202 12.0462 -0.0200 0.0305 -0.3781
C -1.5609 0.2697 10.3644 0.2585 -0.0674 -0.3787
C -1.5651 -1.0055 9.7783 0.2662 0.0276 -0.2125
C -1.2119 -1.1437 8.4390 -0.8077 -0.1249 0.5464
C -0.9847 -0.0055 7.6619 0.3293 -0.2205 -1.0675
C -0.9476 1.2719 8.2399 -0.1941 0.1923 0.7869
C -1.2303 1.4093 9.6092 0.0913 -0.2431 -0.5423
C -0.7184 -0.2462 6.2284 -0.2226 -0.5659 1.2112
O -1.2569 -1.2528 5.5766 1.3764 0.7979 -0.8900
O 0.1501 0.4351 5.5668 0.0124 -0.4633 -1.5255
H -1.8275 -1.8755 10.3767 0.1974 0.2006 -0.0984
H -1.1383 -2.1295 7.9822 -0.2067 0.2078 0.1716
H -0.7326 2.1536 7.6346 -0.0354 -0.2495 0.2006
H -1.1983 2.3766 10.1120 -0.0326 -0.2501 -0.2965
```
Positions in Å, forces in eV/Å.

Atom charges from the Mulliken analysis, given in e for atoms 1 to 8: 1.187 -0.380 -1.500 0.067 -0.302 -0.775 -0.024 -0.933

2.
Density functional theory data (the ωB97M-V functional and the def2-TZVPD basis) for an isolated molecule of C34H39N3O5.

Results
Multiplicity ... 1
Energy relative to the best compared isomer or geometry (same formula, charge and spin) ... 1.69 kcal per mole
Net charge ... 0

Structure (XYZ):
```
81
Properties=species:S:1:pos:R:3:forces:R:3
C 0.1833 0.4321 -5.7591 -0.0246 0.2102 -0.0326
H -0.8416 0.8131 -5.6944 0.0388 -0.0062 0.0166
O 0.2531 -0.9331 -5.4366 -0.0509 -0.3486 0.2406
C -0.0829 -1.3138 -4.1715 0.0672 -0.1306 -0.0429
C -0.5423 -0.4554 -3.1897 -0.0731 -0.0316 -0.0680
C -0.8123 -0.9314 -1.9106 -0.2072 -0.2477 -0.1186
C -0.6746 -2.2786 -1.6445 -0.1132 -0.0853 0.0904
C -0.2496 -3.1670 -2.6292 0.0542 0.0058 -0.2048
C 0.0790 -2.6875 -3.9023 0.1436 -0.0768 -0.1657
O 0.5216 -3.4223 -4.9656 -0.4002 0.3153 0.2544
C 1.2083 -4.6332 -4.7467 0.2065 -0.4263 -0.0637
H 1.6685 -4.8773 -5.7045 0.0117 0.0036 0.0701
H 1.9868 -4.5223 -3.9874 -0.0274 0.0026 -0.0197
H 0.5321 -5.4383 -4.4510 0.1219 0.0868 -0.0476
O -0.1343 -4.5151 -2.4017 -0.0010 0.3423 -0.3877
C -0.3847 -5.0018 -1.1050 -0.0547 -0.0926 0.1837
H 0.2789 -4.5446 -0.3653 -0.0311 0.0055 -0.0094
H -0.1876 -6.0720 -1.1564 -0.0292 0.0667 0.0612
H -1.4253 -4.8403 -0.8072 0.0486 0.0139 0.0100
H -0.8927 -2.6390 -0.6560 0.0325 -0.0406 0.0770
C -1.2256 0.0818 -0.8717 -0.2853 0.0175 -0.0129
N -0.1679 1.0975 -0.7037 -0.1103 -0.3190 -0.1241
C -0.5479 2.3264 -0.2827 0.0872 0.2975 -0.1270
O -1.7307 2.6126 -0.1522 -0.0681 0.2524 -0.0394
C 0.5393 3.3130 0.1130 -0.2017 0.0560 0.2576
C 0.4083 3.5351 1.5871 -0.0560 0.3532 -0.0334
C -0.2770 4.5345 2.2125 0.1402 -0.0987 -0.3647
N -0.2127 4.3707 3.5702 -0.2155 0.2440 0.2514
C 0.5107 3.2469 3.8482 0.3085 -0.4545 -0.1681
C 0.8357 2.6595 5.0641 -0.0086 0.0277 0.0980
C 1.5747 1.4968 5.0325 -0.0537 0.0555 0.1425
C 1.9892 0.9323 3.8230 0.1179 -0.1844 -0.1043
C 1.6767 1.5122 2.6145 -0.0091 0.0270 0.0318
C 0.9215 2.6845 2.6146 -0.0844 0.2336 0.4077
H 2.0051 1.0683 1.6867 0.0394 -0.0576 -0.0874
H 2.5669 0.0200 3.8432 0.0531 -0.0821 -0.0109
H 1.8413 1.0100 5.9592 0.0133 -0.0240 0.0825
H 0.5170 3.0995 5.9980 -0.0200 0.0115 0.1115
H -0.6356 4.9776 4.2510 0.0520 -0.0704 -0.0840
H -0.8116 5.3590 1.7819 -0.1070 0.1338 -0.0767
H 0.3574 4.2511 -0.4142 0.0351 -0.0917 -0.0867
H 1.5337 2.9396 -0.1215 -0.0538 0.1410 -0.0141
C 1.1538 0.7122 -1.0318 0.6865 0.0653 -0.0319
C 1.8663 1.4070 -2.0036 -0.0709 -0.1396 0.1159
C 3.1318 0.9890 -2.3662 0.0131 0.0069 0.0496
C 3.7075 -0.1341 -1.7841 0.0025 0.0061 0.0352
C 2.9833 -0.8239 -0.8204 0.0500 0.0779 -0.1108
C 1.7193 -0.4117 -0.4422 -0.0438 0.1860 -0.0149
H 1.1620 -0.9616 0.2999 -0.0985 -0.0474 0.0884
H 3.4143 -1.6994 -0.3567 0.0532 -0.1000 0.0534
C 5.0630 -0.6035 -2.2147 -0.0283 -0.0309 -0.0606
H 5.5290 -1.2093 -1.4414 0.0810 -0.0366 0.0193
H 4.9742 -1.2119 -3.1153 0.0802 -0.0535 -0.0507
H 5.7117 0.2394 -2.4431 0.0900 0.0111 -0.0118
H 3.6765 1.5354 -3.1230 0.0671 0.0657 -0.0716
H 1.4218 2.2707 -2.4779 -0.0754 0.0635 -0.0546
H -2.1056 0.6235 -1.2450 0.2201 -0.1369 0.0968
C -1.5549 -0.4448 0.5418 -0.4043 0.2713 -0.4878
O -0.9472 -1.3536 1.0763 0.3577 -0.3136 0.2507
N -2.5638 0.2387 1.1084 -0.3698 0.2327 0.0655
H -2.8053 1.1198 0.6687 0.1209 -0.1585 -0.0942
C -2.9630 0.1013 2.5040 0.3632 -0.3406 0.1294
C -1.8590 0.5963 3.4411 -0.2544 0.1892 0.0546
C -2.3052 0.4975 4.8948 0.2301 -0.1805 -0.0360
C -2.6934 -0.9379 5.2349 -0.2774 0.2006 0.0806
C -3.7963 -1.4264 4.3004 0.2207 -0.1462 -0.0385
C -3.3411 -1.3398 2.8469 -0.2616 0.1411 0.0907
H -4.1354 -1.6770 2.1775 0.0166 -0.0342 -0.0605
H -2.4713 -1.9778 2.6944 -0.0368 -0.0137 -0.0307
H -4.0586 -2.4585 4.5408 -0.0949 0.0097 0.0087
H -4.6899 -0.8127 4.4412 -0.0971 -0.0011 0.0557
H -3.0297 -0.9984 6.2722 0.0602 -0.0612 0.0376
H -1.8179 -1.5807 5.1253 0.0749 -0.0746 0.0423
H -1.4947 0.8328 5.5447 -0.0436 0.0777 0.0297
H -3.1634 1.1547 5.0583 -0.0549 0.0733 0.0705
H -1.6078 1.6283 3.1891 0.0402 0.0190 -0.0478
H -0.9672 -0.0125 3.2869 0.0740 0.0003 -0.0456
H -3.8486 0.7360 2.6276 0.0529 -0.0456 -0.0115
H -0.6752 0.5941 -3.3958 0.0348 0.1500 -0.0692
H 0.5277 0.5075 -6.7895 -0.0293 0.0474 0.0684
H 0.8353 1.0313 -5.1139 -0.0347 -0.0145 -0.0068
```
Positions in Å, forces in eV/Å.

Atom charges from the Mulliken analysis, given in e for atoms 1 to 8: -0.838 0.332 -0.463 0.690 -1.045 -1.854 -0.352 0.916

| no. | E_tot (eV) |
| --- | --- |
| 1 | -78308.243 |
| 2 | -50599.761 |